The following is a quantum chemistry calculation of a structure of composition C6H12O, from the Open Molecules 2025 dataset.

Last column: Löwdin charge in e.
CARTESIAN COORDINATES (ANGSTROEM)
C -2.77179 0.30378 -0.11539  -0.121
C -1.36927 0.67473 0.35876  -0.270
C -0.36297 -0.46013 0.15779  -0.216
C 0.99047 -0.18364 0.75228  -0.227
C 2.18362 -0.94618 0.30537  -0.169
C 2.35990 0.35854 -0.42889  -0.196
O 1.88107 0.20080 -1.71546  -0.059
H -2.77183 0.02923 -1.17650  0.074
H -3.16053 -0.55310 0.44683  0.072
H -3.47712 1.13149 0.01270  0.068
H -1.40379 0.95576 1.42036  0.109
H -1.01880 1.56347 -0.18220  0.110
H -0.22723 -0.65148 -0.91375  0.114
H -0.76895 -1.38580 0.59411  0.125
H 0.99959 0.12636 1.79880  0.135
H 1.94764 -1.78440 -0.34822  0.118
H 2.94376 -1.17978 1.04711  0.103
H 1.56360 1.02827 0.28323  0.131
H 1.96501 1.05127 -2.16534  0.098

Forces on the atoms, in the same order (eV/Å):
-0.08 -0.04 -0.04
0.03 0.08 0.02
0.00 -0.02 -0.08
-0.17 -0.20 0.17
0.08 -0.18 0.09
-0.14 -0.01 0.22
-0.17 0.28 -0.10
0.02 0.03 0.14
0.06 0.10 -0.07
0.13 -0.10 0.00
0.03 -0.06 -0.13
-0.02 -0.09 0.07
-0.09 -0.02 0.09
0.10 0.12 -0.07
0.07 0.19 -0.21
0.14 0.08 0.01
-0.15 -0.01 -0.07
0.16 0.01 -0.17
0.00 -0.16 0.13

Values from the calculation:
**Charge**: 0
**HOMO-LUMO gap**: 8.92 eV
**LUMO energy**: 1.010 eV
**HOMO**: -7.907 eV

The following is a quantum chemistry calculation of a structure of composition C6H12O, from the Open Molecules 2025 dataset.

Last column: Löwdin charge in e.
CARTESIAN COORDINATES (ANGSTROEM)
C -2.50831 -0.69863 1.04874  -0.077
C -1.48550 0.40984 0.88406  -0.273
O -0.17608 -0.13841 0.97561  -0.287
C 0.91008 0.89809 0.60879  -0.057
C 1.02620 -1.02726 -0.16581  0.091
C 1.70563 0.18839 -0.52044  -0.451
C 1.54724 0.70512 -1.94182  -0.076
H -2.30956 -1.27471 1.95799  0.077
H -2.48080 -1.38427 0.19446  0.072
H -3.51963 -0.28403 1.11685  0.076
H -1.55617 1.14881 1.69755  0.126
H -1.61312 0.95076 -0.06046  0.114
H 1.47973 0.97239 1.54362  0.061
H 0.26817 -1.46798 -0.81192  0.116
H 1.43131 -1.68340 0.59602  0.118
H 2.75699 0.16972 -0.21518  0.143
H 1.94312 1.72173 -2.02413  0.077
H 2.08849 0.06220 -2.64907  0.075
H 0.49224 0.73164 -2.23487  0.076

Forces on the atoms, in the same order (eV/Å):
-0.01 -0.03 -0.01
-0.24 0.05 -0.02
0.08 -0.02 -0.10
0.20 0.11 0.24
-0.06 -0.17 -0.03
0.02 -0.03 -0.07
-0.05 0.00 -0.04
-0.03 0.10 -0.10
0.00 0.08 0.12
0.16 -0.04 -0.02
0.03 -0.07 -0.15
0.06 -0.12 0.07
-0.03 -0.03 -0.12
0.11 0.07 0.11
-0.05 0.14 -0.08
-0.14 -0.02 -0.01
-0.08 -0.13 0.05
-0.09 0.11 0.08
0.11 0.01 0.08

Values from the calculation:
**Charge**: 0
**HOMO-LUMO gap (alpha / beta)**: 7.38 / 7.38 eV
**LUMO energy (alpha / beta)**: 0.559 / 0.560 eV
**HOMO (alpha / beta)**: -6.819 / -6.820 eV

Ordered E_tot results: -310.92658 -310.85197; unit hartree.